Density functional theory data (ωB97M-V/def2-TZVPD) for one molecule with the formula C2H3IO4S.

Geometry as XYZ:
```
11
Properties=species:S:1:pos:R:3:forces:R:3
I -2.05775 1.30460 -1.21415 0.1708 -0.0132 0.6407
O 0.15038 1.07746 0.85944 0.1992 -1.5740 -1.8813
H -1.63325 0.13742 1.29032 -0.0745 0.5064 -0.3674
C -0.45195 -1.04714 -0.09713 -1.6922 0.1167 -0.7461
O 2.51136 0.06179 0.76654 -2.8339 0.8844 -1.0035
H -0.47342 -1.75342 0.74688 0.7857 0.0975 -0.3445
C -0.99907 0.32945 0.42038 0.6722 -0.6946 -0.2665
O 0.80491 -0.85933 -0.76899 -0.6987 2.7204 1.6429
S 1.41452 0.54761 -0.08862 5.6888 0.2933 0.7105
H -1.12890 -1.38116 -0.89399 0.1009 -0.2486 0.5152
O 1.86316 1.58272 -1.02069 -2.3182 -2.0882 1.0999
```
Forces are in eV/Å.

- Highest occupied orbital energy: -10.4 eV
- Gap between HOMO and LUMO: 10.2 eV
- Energy above the lowest of the compared OMol25 structures with the same formula, charge and spin: 65.3 kJ/mol
- Spin multiplicity: 1
- LUMO level: -0.2 eV

=====

Density functional theory data (ωB97M-V/def2-TZVPD) for one molecule with the formula C16H19F2N3O6S.

Geometry as XYZ:
```
47
Properties=species:S:1:pos:R:3:forces:R:3
C -1.45728 1.96710 0.16728 -0.7643 -0.0157 0.9297
H -1.90608 2.82073 -0.33399 0.0576 -0.2691 -0.1965
S -0.20967 -2.51035 2.74074 4.6848 -2.3815 3.8859
H -0.73129 0.20122 4.26412 -0.0731 -0.1049 -0.2138
H -1.75271 -2.21959 -5.51846 0.1062 0.1538 -0.1712
H -2.37461 -2.08907 1.77904 0.1107 -0.0892 0.0520
H -2.35910 0.83946 6.04446 0.0568 -0.7142 0.4204
H -1.12893 -2.58122 -3.90173 -0.0649 0.4486 -0.1829
H 4.88414 1.62369 -2.65407 -0.3873 0.5060 -0.2405
N 2.34493 0.48412 -2.25098 1.2275 0.1329 0.8284
C -1.63133 -2.87609 1.60550 -2.2375 -0.1393 -0.7099
C 0.63783 -0.60177 -4.02639 0.3886 0.2081 0.0508
H -2.18026 2.57739 6.22834 -0.1076 -0.3833 -0.6974
C -1.59732 0.56632 3.69414 0.2945 -0.0149 0.6943
C -1.22951 0.69588 2.21815 -0.9784 0.6742 -0.0622
C -1.31298 -1.77447 -4.63207 -0.2568 -0.6856 0.5884
O -2.00231 1.82181 4.26263 -0.2541 0.1673 -0.1684
C 4.20817 2.38498 -3.10071 0.7114 -0.4423 0.0947
F -1.27613 -2.82107 0.29404 0.3685 -0.2651 1.0757
C -0.21770 -0.07765 1.61232 -0.8382 2.1894 -1.4334
C -1.94209 1.64875 1.44422 1.9538 -0.4329 -0.4184
N 0.51364 -1.00779 2.31929 -0.1817 -2.2242 0.3035
H -2.71781 2.25542 1.86774 -0.2064 -0.0059 0.3582
H -0.19763 1.51729 -1.43190 0.4621 -0.1832 -0.1264
H 4.80703 3.13884 -3.64209 -0.4305 -0.5945 -0.0473
C -0.42966 1.24755 -0.41495 -0.0097 -0.6341 0.5771
H -1.98042 -1.02764 -4.21714 -0.3107 -0.0704 0.1953
H 3.05139 0.27295 -0.13858 -0.7177 -0.3611 -0.0925
H 1.04785 -1.71095 -0.29664 -0.0454 -0.4701 0.1323
H 3.67426 2.89674 -2.31849 -0.2579 0.1092 0.4213
O 2.51247 -0.41834 0.29594 -0.0213 -0.3100 -0.2187
C 2.44778 0.79301 -3.52807 0.1755 1.3472 -0.9338
C 1.60760 0.25845 -4.47467 0.1668 0.1842 -0.3284
H 1.39588 -1.19173 1.81565 -0.2864 -0.3517 0.6450
N 0.49444 -0.85813 -2.72840 -0.4179 -1.3226 0.2631
C 1.27443 -0.66196 -0.40170 0.5762 1.0728 0.2818
O 0.87723 -3.48732 2.55274 -1.8563 1.3275 -1.1025
C 1.41119 -0.38204 -1.88821 -0.7844 0.9697 -1.0340
H -2.38848 -0.17981 3.82761 -0.1155 -0.0099 -0.0073
H 1.61785 0.54676 -5.50505 0.2894 0.0704 -0.3144
C -2.59440 1.77366 5.58072 0.3516 0.5467 -0.6290
O -0.11511 -1.12912 -5.01034 0.1822 0.0042 0.5899
C 0.18584 0.17978 0.27321 -1.0709 0.7891 -0.6513
F -2.28655 -4.09081 1.83617 1.7802 1.6918 0.0316
O 3.29689 1.76632 -4.01160 -0.3096 -0.8244 0.7337
O -0.58585 -2.48515 4.16683 -1.2231 0.8146 -3.0190
H -3.68566 1.90384 5.53533 0.2631 -0.1077 -0.1537
```
Forces are in eV/Å.

- Highest occupied orbital energy: -9.2 eV
- Gap between HOMO and LUMO: 9.6 eV
- Spin multiplicity: 1
- LUMO level: 0.5 eV

=====

Density functional theory data (ωB97M-V/def2-TZVPD) for an isolated ion of composition C3H5NO2P and charge -1.

Geometry as XYZ:
```
12
Properties=species:S:1:pos:R:3:forces:R:3
C 0.47606 -0.88886 0.68023 -0.9990 -0.0977 1.2018
C 1.61409 -1.04434 0.08652 1.3515 -0.0281 0.6009
N -1.42484 1.98102 1.13509 -0.5849 0.5466 1.4479
H 0.56763 1.79655 -0.48577 -0.9556 0.1288 -0.1009
H 1.67826 -0.98395 -0.92288 -0.3274 0.1924 -3.2294
H -1.45618 2.24182 -1.57332 0.6250 -0.1406 1.3314
O -1.12575 0.13196 -0.88252 0.6026 -1.2629 1.7528
O -1.50831 -1.90606 0.02958 0.5829 1.0860 0.4627
P -0.90122 1.75213 -0.22476 0.8925 -0.5529 -2.7736
C -0.81624 -0.90124 0.00647 -1.8383 0.1659 -3.5143
H 0.29224 -0.95370 1.71196 0.4104 -0.0205 1.5003
H 2.60426 -1.22532 0.43940 0.2404 -0.0170 1.3204
```
Forces are in eV/Å.

- Highest occupied orbital energy: -3.4 eV
- Gap between HOMO and LUMO: 7.2 eV
- Energy above the lowest of the compared OMol25 structures with the same formula, charge and spin: 365.1 kJ/mol
- Net charge: -1
- Spin multiplicity: 1
- LUMO level: 3.8 eV

=====

Density functional theory data (ωB97M-V/def2-TZVPD) for C5H7NO2 as an isolated structure.

Geometry as XYZ:
```
15
Properties=species:S:1:pos:R:3:forces:R:3
O -1.65261 1.04995 -1.37607 -0.3994 -0.3496 -0.1439
C -0.35875 0.81069 1.53195 -1.1372 3.8457 0.9973
H 2.02440 -1.38740 -0.42485 -0.0417 -0.0488 0.0010
C -0.59226 -1.45971 -0.25520 0.3294 0.2403 0.4162
N -0.21076 0.68176 2.68722 0.1702 -0.8373 -0.8976
C -0.53564 1.07646 -0.63116 2.4111 -2.5779 0.8613
C 0.16906 -0.38381 0.01461 -1.3114 0.4567 -3.8582
H 2.01947 -0.44298 1.07204 0.0447 -0.0569 0.0081
H 2.13652 0.37659 -0.46501 -0.0462 0.0084 -0.0638
H -1.67125 -1.39953 -0.28473 -0.0957 0.0764 -0.3989
H -2.39182 0.71995 -0.84241 0.0897 0.1255 -0.0913
H 0.28269 1.51967 -1.20232 -0.2500 0.0551 -0.1836
H -0.16218 -2.43368 -0.43917 0.0242 -0.2499 0.5174
C 1.66816 -0.46983 0.03994 0.0997 0.2932 0.3152
O -0.72504 1.74188 0.57518 0.1127 -0.9809 2.5209
```
Forces are in eV/Å.

- Highest occupied orbital energy: -9.4 eV
- Gap between HOMO and LUMO: 8.6 eV
- Energy above the lowest of the compared OMol25 structures with the same formula, charge and spin: 400.9 kJ/mol
- Spin multiplicity: 1
- LUMO level: -0.8 eV